Formula: C7H16N2P
Source: the Open Molecules 2025 dataset
Level of theory: ωB97M-V/def2-TZVPD

ORCA input file:
```
! wB97M-V def2-TZVPD RIJCOSX def2/J DEFGRID3
* xyz 1 3
C -2.9823 0.4181 -0.8764
C 0.6265 0.3610 -1.2375
C -0.2913 2.2404 0.1946
C 0.7734 -1.1239 -1.0634
C -0.6706 0.9210 0.8002
C 1.7865 0.9953 0.9417
C 0.1869 -2.2371 1.0130
N 0.5992 1.0489 0.1413
N -0.3269 -1.7397 -0.3000
P -2.1992 -0.1833 0.4562
H -3.8993 -0.0059 -1.0956
H -2.6270 1.3846 -1.2855
H 1.4995 0.7828 -1.7398
H -0.4478 0.4746 -1.5325
H -0.6663 2.3576 -0.7498
H 0.0831 3.0795 0.6707
H 0.7458 -1.4695 -2.1129
H 1.7886 -1.4538 -0.5850
H -0.5038 0.7645 1.9055
H 1.8563 1.7690 1.8030
H 1.8470 -0.0273 1.4776
H 2.8323 1.1187 0.3788
H -0.7118 -2.6922 1.3793
H 0.9403 -2.8626 0.6702
H 0.4865 -1.2973 1.5104
H -0.7256 -2.6234 -0.7641
*
```

The calculation puts the frontier orbital gap (alpha / beta) at 6.66 / 7.43 eV. The value obtained for the max |F| is 5.98 eV Å⁻¹. The value obtained for the HOMO energy (alpha / beta) is -9.1 / -12.9 eV. The total energy is -726.67360 Ha. The value obtained for the lowest unoccupied orbital energy (alpha / beta) is -2.46 / -5.50 eV. As for the energy above the lowest of the compared OMol25 structures with the same formula, charge and spin: 37.6 kcal per mole.

Here are the natural (NBO) charges for atoms 1 to 2, given in e: -0.731 -0.216



Formula: C8H13FN3O
Source: the Open Molecules 2025 dataset
Level of theory: ωB97M-V/def2-TZVPD

ORCA input file:
```
! wB97M-V def2-TZVPD RIJCOSX def2/J DEFGRID3
* xyz 1 1
C -1.4788 1.6415 0.3060
C -0.1604 1.7905 0.1307
C -2.1416 0.7482 -0.5624
C 0.6588 0.9839 -0.8521
C 0.3116 -0.7701 0.7939
C -0.1315 0.8191 -2.0830
C -1.5318 0.3325 -1.6685
C 2.5384 1.4207 -2.1748
N 0.8305 -0.4771 -0.3817
N -0.2214 -0.9058 1.8166
N -0.9686 -0.6975 4.3830
O 1.9001 1.5375 -0.9091
F -2.2381 -0.5262 -2.5740
H -1.9088 2.1185 1.2519
H 0.4496 2.5912 0.6055
H -3.2001 0.4062 -0.3795
H -0.3477 1.8259 -2.6109
H 0.4265 0.0222 -2.6579
H 3.5189 1.8900 -1.8026
H 2.0406 2.0735 -2.9522
H 2.6617 0.3432 -2.4908
H 1.7141 -0.8344 -0.6475
H -0.5950 -0.6735 3.1864
H -0.3071 -1.3107 4.7422
H -0.6033 0.0539 4.9025
H -1.9454 -1.0221 4.7173
*
```

The calculation puts the frontier orbital gap at 8.91 eV. The value obtained for the max |F| is 3.42 eV Å⁻¹. The value obtained for the HOMO energy is -11.9 eV. The total energy is -651.66043 Ha. The value obtained for the lowest unoccupied orbital energy is -3.03 eV. As for the energy above the lowest of the compared OMol25 structures with the same formula, charge and spin: 7.8 kcal per mole.

Here are the natural (NBO) charges for atoms 1 to 2, given in e: -0.186 -0.242



Formula: C22H26BCl3F2N7O4OsS3Si2
Source: the Open Molecules 2025 dataset
Level of theory: ωB97M-V/def2-TZVPD

ORCA input file:
```
! wB97M-V def2-TZVPD RIJCOSX def2/J DEFGRID3
* xyz -1 1
Os -0.3321 1.1610 0.4585
N 6.3246 -1.2616 -4.1523
C 5.5740 -0.8193 -3.0581
C 6.2036 -0.2229 -1.9656
C 5.4677 0.1840 -0.8661
C 4.0993 -0.0165 -0.8424
C 3.4615 -0.6217 -1.9130
C 4.1941 -1.0165 -3.0194
S 3.1599 0.4449 0.5883
O 4.0311 1.1551 1.4820
O 2.5183 -0.7636 1.0106
N 1.9434 1.4675 0.0707
C 2.3853 2.6263 -0.4341
N 1.5137 3.6843 -0.5072
C 1.9123 4.8227 -1.0906
C 3.1765 4.9850 -1.5840
C 4.0324 3.8954 -1.4109
N 3.6571 2.7697 -0.8636
H 7.2000 -0.7830 -4.2878
H 5.8052 -1.3573 -5.0098
H 7.2773 -0.0730 -1.9857
H 5.9410 0.6684 -0.0223
H 2.3910 -0.7825 -1.8763
H 3.6959 -1.4867 -3.8600
H 1.1634 5.6022 -1.1293
H 3.4848 5.9049 -2.0557
H 5.0746 3.9375 -1.7197
C -2.2375 -0.2834 -2.2789
Si -2.3791 0.9039 -0.7876
C -3.7660 0.0777 0.2042
C -3.2574 2.3683 -1.5976
H -3.1956 -0.2787 -2.8093
H -2.0349 -1.3115 -1.9708
H -1.4631 0.0183 -2.9928
H -4.4881 -0.3742 -0.4861
H -4.2897 0.8059 0.8302
H -3.3823 -0.7027 0.8636
H -4.1653 2.0102 -2.0967
H -2.6266 2.8595 -2.3409
H -3.5473 3.1242 -0.8656
N -6.5123 -2.3668 1.1014
C -5.2803 -2.4579 1.7378
C -4.9749 -1.6099 2.8048
C -3.7546 -1.6963 3.4405
C -2.8263 -2.6452 3.0226
C -3.1244 -3.5107 1.9807
C -4.3481 -3.4165 1.3413
S -1.2411 -2.6619 3.7743
O -1.3819 -2.2310 5.1242
O -0.6271 -3.9310 3.4917
N -0.4123 -1.5056 2.9068
C -0.0863 -1.8452 1.5999
S 0.5077 -3.4117 1.1432
C 0.6253 -2.8966 -0.4824
C 0.2318 -1.6181 -0.5922
N -0.1882 -1.0195 0.5803
H -6.9806 -1.4812 1.1954
H -6.5467 -2.7353 0.1660
H -5.6924 -0.8583 3.1129
H -3.5032 -1.0253 4.2505
H -2.3969 -4.2506 1.6745
H -4.5816 -4.0814 0.5175
H 0.9715 -3.5582 -1.2587
H 0.1838 -1.0391 -1.4999
Cl -1.7793 0.9836 2.7266
Si -0.1694 3.4417 0.3145
Cl 0.1801 4.6110 2.0382
Cl -1.2376 4.8777 -0.8344
F -0.2131 0.0987 4.7635
B -0.2326 -0.0269 3.4150
F 0.8679 0.5459 2.8159
*
```

The calculation puts the frontier orbital gap (alpha / beta) at 6.72 / 6.76 eV. The value obtained for the max |F| is 1.50 eV Å⁻¹. The value obtained for the HOMO energy (alpha / beta) is -4.6 / -4.7 eV. The total energy is -5008.03640 Ha. The value obtained for the lowest unoccupied orbital energy (alpha / beta) is 2.08 / 2.05 eV. As for the energy above the lowest of the compared OMol25 structures with the same formula, charge and spin: 21.5 kcal per mole.

Here are the Mulliken charges for atoms 1 to 2, given in e: 1.391 -0.597



Formula: C6H7FNOP
Source: the Open Molecules 2025 dataset
Level of theory: ωB97M-V/def2-TZVPD

ORCA input file:
```
! wB97M-V def2-TZVPD RIJCOSX def2/J DEFGRID3
* xyz 0 1
C 1.1935 0.0670 -2.2385
C -0.2092 -0.2281 -2.3374
C 1.8919 0.3368 -1.1015
C -0.8557 -0.4098 -1.0685
C 1.2033 0.1407 0.0860
C -0.0789 -0.2694 0.0792
N -0.6455 0.9335 2.5514
O -3.7770 -0.9115 1.3489
F 0.0002 -1.2943 2.4932
P -1.0646 -0.4084 1.6167
H 1.9137 0.0582 -3.1724
H -0.7395 -0.4910 -3.2800
H 2.8527 0.7127 -1.2573
H -1.8253 -0.7100 -0.9731
H 1.7805 0.3024 1.0565
H -0.1710 0.5881 3.3782
H -1.4692 1.5831 2.8187
*
```

The calculation puts the frontier orbital gap (alpha / beta) at 7.64 / 7.43 eV. The value obtained for the max |F| is 4.48 eV Å⁻¹. The value obtained for the HOMO energy (alpha / beta) is -9.2 / -9.2 eV. The total energy is -803.87309 Ha. The value obtained for the lowest unoccupied orbital energy (alpha / beta) is -1.55 / -1.79 eV. As for the energy above the lowest of the compared OMol25 structures with the same formula, charge and spin: 78.3 kcal per mole.

Here are the natural (NBO) charges for atoms 1 to 2, given in e: -0.174 -0.220



Formula: C33H42AlN4O3Se2Si2Te
Source: the Open Molecules 2025 dataset
Level of theory: ωB97M-V/def2-TZVPD

ORCA input file:
```
! wB97M-V def2-TZVPD RIJCOSX def2/J DEFGRID3
* xyz 1 1
Al 1.9455 0.7626 -0.7497
C -0.6888 0.7645 -4.0125
O -1.7724 1.4429 -3.3928
C -1.6748 2.0244 -2.1724
C -2.7476 2.8375 -1.8350
C -2.8447 3.4650 -0.5980
C -1.8428 3.2863 0.3263
C -0.7341 2.4870 0.0100
C 0.2977 2.3669 1.0096
N 1.4138 1.7516 0.8144
N 2.3684 1.7856 1.8259
C 3.4212 1.1325 1.4213
O 3.4799 0.5367 0.2551
C 4.6030 1.0386 2.2988
C 4.6148 1.6700 3.5411
C 5.7323 1.5734 4.3503
C 6.8406 0.8502 3.9257
C 6.8313 0.2237 2.6886
C 5.7145 0.3162 1.8742
C -0.6285 1.8410 -1.2445
O 0.3869 1.0280 -1.5243
H -1.0399 0.5472 -5.0189
H -0.4489 -0.1627 -3.4929
H 0.2000 1.3969 -4.0653
H -3.5249 2.9545 -2.5784
H -3.7023 4.0823 -0.3722
H -1.8971 3.7522 1.3015
H 0.1504 2.8540 1.9709
H 3.7473 2.2294 3.8594
H 5.7423 2.0627 5.3145
H 7.7113 0.7748 4.5637
H 7.6958 -0.3371 2.3593
H 5.6925 -0.1686 0.9078
Se 2.9257 -0.9760 -3.0881
Se 4.9174 0.0985 -2.6049
C 4.2165 1.8747 -2.3492
C 5.0392 2.9243 -2.7314
C 4.5568 4.2180 -2.6301
C 3.2546 4.4233 -2.1941
C 2.5056 3.3266 -1.8305
N 2.9874 2.0737 -1.8793
C 2.5145 -1.9348 -1.4733
C 2.8404 -3.2638 -1.2903
C 2.4147 -3.8870 -0.1240
C 1.6854 -3.1642 0.8039
C 1.4023 -1.8344 0.5443
N 1.7950 -1.2384 -0.5840
H 6.0266 2.7274 -3.1241
H 5.1825 5.0524 -2.9146
H 2.8258 5.4119 -2.1320
H 1.4887 3.4285 -1.4752
H 3.4075 -3.7935 -2.0416
H 2.6557 -4.9260 0.0545
H 1.3427 -3.6128 1.7251
H 0.8616 -1.2175 1.2536
C -6.5714 0.5337 1.9954
Si -4.7447 0.1547 2.1935
C -4.5273 -1.3519 3.2890
C -3.8465 1.6157 2.9535
C -4.0298 -0.1271 0.4716
Te -2.0225 -0.8574 0.4294
C -2.5149 -2.9412 0.5195
Si -2.6167 -3.7331 -1.1815
C -0.9801 -3.5128 -2.0879
C -3.9823 -2.8893 -2.1497
C -2.9731 -5.5628 -0.9763
H -7.0292 0.7775 2.9549
H -7.1067 -0.3223 1.5824
H -6.7352 1.3800 1.3271
H -4.8409 -1.1119 4.3061
H -3.4846 -1.6720 3.3330
H -5.1339 -2.1952 2.9554
H -4.3091 1.9061 3.8976
H -3.8681 2.4820 2.2908
H -2.8025 1.3707 3.1568
H -3.9879 0.8198 -0.0712
H -4.6205 -0.8124 -0.1406
H -3.4778 -2.9872 1.0273
H -1.8004 -3.4377 1.1785
H -0.6463 -2.4717 -2.0592
H -1.0978 -3.7977 -3.1346
H -0.1978 -4.1439 -1.6631
H -3.7679 -1.8271 -2.2926
H -4.9462 -2.9765 -1.6462
H -4.0870 -3.3398 -3.1383
H -2.2130 -6.0442 -0.3580
H -2.9878 -6.0749 -1.9392
H -3.9393 -5.7309 -0.4994
*
```

The calculation puts the frontier orbital gap at 6.02 eV. The value obtained for the max |F| is 0.31 eV Å⁻¹. The value obtained for the HOMO energy is -9.6 eV. The total energy is -7619.79198 Ha. The value obtained for the lowest unoccupied orbital energy is -3.54 eV.

Here are the natural (NBO) charges for atoms 1 to 2, given in e: 1.951 -0.232